# C6H6N

A gas-phase ion, C6H6N (charge +1) in a non-equilibrium geometry (ωB97M-V with the def2-TZVPD basis set, OMol25).

ΔE to the lowest compared entry with this formula, charge and spin, kJ/mol: 429.3
Gap between HOMO and LUMO, eV: 7.05
Total charge: +1
HOMO energy, eV: -14.35
DFT total energy, a.u.: -286.47176

Positions of all 13 atoms, in Å:
H (-1.47, 0.64, -0.95)
N (0.00, 1.32, 0.13)
C (1.40, -1.17, -0.04)
C (-1.15, -1.18, 0.18)
C (0.25, -1.63, 0.23)
C (-1.07, 0.44, 0.04)
C (1.94, 0.08, -0.15)
H (-1.75, -1.46, -0.75)
C (1.25, 1.37, 0.23)
H (2.58, 0.04, -1.03)
H (1.81, 2.35, 0.46)
H (-2.05, 0.69, 0.66)
H (-1.74, -1.49, 0.99)